15
Properties=species:S:1:pos:R:3 method="wB97M-V/def2-TZVPD" charge=-1 e_homo_ev=-3.9
C 1.85240 -0.39344 -0.55807
C 1.67424 0.15841 0.86304
H 0.88535 -0.45084 -1.06105
H 2.54380 0.24772 -1.12352
H 2.29524 -1.39338 -0.57372
H 1.41579 1.22418 0.73757
H 0.87017 -0.34697 1.38264
H 2.61319 0.21794 1.40550
C -2.06199 0.36474 0.45929
C -2.00699 -0.19738 -0.98404
O -1.45167 -1.32870 -1.00969
O -2.43185 0.50173 -1.92153
H -2.79736 1.15274 0.65878
H -1.03703 0.70862 0.62000
H -2.36328 -0.46536 1.10480

---

14
Properties=species:S:1:pos:R:3 method="wB97M-V/def2-TZVPD" charge=0 smiles="CN=C(C)C" e_homo_ev=-9.1
C -0.42216 0.21324 -0.05112
C -1.66585 1.09152 0.12821
C -0.52721 -1.25097 -0.40276
C 1.98879 0.18211 0.24959
N 0.73640 0.83263 0.17598
H -1.34422 2.07534 -0.19493
H -2.35613 0.44453 -0.53017
H -1.98579 1.06703 1.19793
H 0.14682 -1.88066 0.29035
H -0.20635 -1.30441 -1.54476
H -1.62159 -1.48310 -0.29738
H 2.26063 0.00510 1.29810
H 2.84864 0.81811 -0.11057
H 2.14803 -0.81046 -0.20847

---

11
Properties=species:S:1:pos:R:3 method="wB97M-V/def2-TZVPD" charge=0 smiles="C#CC(=O)C#CC" e_homo_ev=-10.2
C -2.40372 -0.31185 -0.72701
C -1.12160 0.18291 -0.23504
C -0.06138 0.58517 0.17847
C 1.22252 1.03986 0.68109
O 1.41903 2.16452 1.09188
C 2.27028 0.02309 0.65732
C 3.12200 -0.82844 0.63365
H -2.95715 0.48138 -1.23813
H -3.01352 -0.66923 0.10877
H -2.25745 -1.14206 -1.42451
H 3.88055 -1.58097 0.61398

---

41
Properties=species:S:1:pos:R:3 method="wB97M-V/def2-TZVPD" charge=+1 spin_multiplicity=2 e_homo_ev="-10.5 / -10.9" s_squared=0.76
Ir 0.82362 0.70569 -0.11524
C 1.09993 3.42371 -2.44180
Te -0.22093 3.05093 -0.82675
C 0.74411 4.34387 0.53988
H 2.10926 3.53992 -2.05549
H 0.77378 4.32941 -2.94517
H 1.05015 2.57600 -3.12190
H 0.48161 5.36272 0.26765
H 1.81804 4.18898 0.48695
H 0.37888 4.11651 1.53799
S -0.44835 0.02987 1.36817
C 1.46222 -3.20794 -0.20600
N 1.67306 -2.89678 1.19955
C 2.19965 -1.77767 1.70205
Se 2.91246 -0.28808 0.78396
N 2.19515 -1.87188 3.03677
C 1.62072 -3.07720 3.42817
C 1.37592 -3.63690 4.67426
C 0.77325 -4.87930 4.68117
C 0.43014 -5.53923 3.49054
C 0.68023 -4.97901 2.25296
C 1.28581 -3.72967 2.25160
H 1.79584 -2.36928 -0.80800
H 0.40039 -3.37448 -0.38006
H 2.02610 -4.10091 -0.47032
H 2.50421 -1.12461 3.63644
H 1.64262 -3.12990 5.59142
H 0.56083 -5.35739 5.62731
H -0.04244 -6.51008 3.54477
H 0.42004 -5.49114 1.33696
C 0.42375 -1.12645 -4.45027
C 1.66883 -0.98547 -3.86742
C 1.78661 -0.53306 -2.55157
C 0.63999 -0.18870 -1.83660
C -0.62328 -0.32529 -2.43270
C -0.72427 -0.80623 -3.72686
H 0.34002 -1.49403 -5.46435
H 2.56108 -1.24324 -4.42340
H 2.76686 -0.46111 -2.09946
H -1.51892 -0.07298 -1.88062
H -1.69993 -0.91504 -4.18303

---

7
Properties=species:S:1:pos:R:3 method="wB97M-V/def2-TZVPD" charge=+1 smiles=F[n+]1nnn[nH]1 e_homo_ev=-18.4
N 0.92014 -1.30541 0.05019
N -0.32898 -1.31843 0.06452
N 1.32992 -0.09128 -0.01401
N -0.83229 -0.17646 0.00534
N 0.34859 0.70254 0.01111
F 0.30844 2.00874 0.05763
H -1.74583 0.18030 -0.17479

---

68
Properties=species:S:1:pos:R:3 method="wB97M-V/def2-TZVPD" charge=+2 spin_multiplicity=6 e_homo_ev="-13.1 / -13.7" s_squared=8.78
Fe -0.25476 0.19304 -0.06450
N 0.58440 -3.47551 -2.25057
C -0.49095 -4.35107 -2.36709
C -0.39293 -5.47028 -3.18567
C -1.47431 -6.31874 -3.29673
C -2.66569 -6.06824 -2.59898
C -2.77532 -4.96458 -1.78829
C -1.68373 -4.09438 -1.66621
S -1.82994 -2.71303 -0.65935
N -0.37376 -1.97423 -0.73714
C 0.62132 -2.37721 -1.47880
C 1.84322 -1.53175 -1.48171
C 3.06085 -1.97359 -1.96019
C 4.13768 -1.09108 -1.95506
C 3.94856 0.18926 -1.47768
C 2.69404 0.54566 -0.99388
N 1.66513 -0.29590 -0.98150
H 1.38181 -3.66311 -2.84300
H 0.52305 -5.67035 -3.72757
H -1.40152 -7.19090 -3.93189
H -3.50064 -6.74710 -2.70104
H -3.69072 -4.76178 -1.24665
H 3.21514 -2.98513 -2.31247
H 5.10364 -1.41112 -2.32101
H 4.75260 0.91113 -1.46600
H 2.50569 1.53748 -0.60586
I -0.45899 2.73753 -1.66582
C -1.70712 1.02081 -1.20290
H -1.97407 0.61003 -2.17465
H -2.59114 1.43710 -0.72643
C 1.45498 2.37301 2.09628
C 0.21221 2.01528 2.92441
C -0.94147 2.93484 2.51169
C 0.54620 2.21879 4.40378
P -0.19733 0.26305 2.43300
C 1.08057 -0.79652 3.18091
C 1.24667 -0.93801 4.56084
C 2.22201 -1.77901 5.07226
C 3.05122 -2.49238 4.21731
C 2.89728 -2.36594 2.84584
C 1.91589 -1.52708 2.33708
C -1.84037 -0.34006 3.10000
C -2.94090 0.12532 2.13854
C -2.18836 0.12401 4.51611
C -1.78366 -1.87265 3.07251
H 1.81085 3.36190 2.39216
H 1.21500 2.42258 1.02986
H 2.27172 1.66421 2.25774
H -0.61572 3.97253 2.60726
H -1.81667 2.80810 3.14809
H -1.23763 2.78421 1.47026
H 0.71206 3.28493 4.57223
H 1.46152 1.69941 4.68489
H -0.25590 1.90627 5.06942
H 0.62014 -0.39020 5.24920
H 2.33704 -1.87562 6.14347
H 3.81361 -3.14436 4.62176
H 3.54193 -2.91977 2.17533
H 1.79749 -1.43646 1.26449
H -3.00137 1.21048 2.05983
H -3.90585 -0.23446 2.50143
H -2.79264 -0.27524 1.13120
H -2.30949 1.20398 4.57978
H -1.45262 -0.19141 5.25375
H -3.14167 -0.32653 4.80171
H -1.41767 -2.25042 2.11197
H -2.78923 -2.26765 3.23137
H -1.13375 -2.27338 3.84925

---

For the records above, the corresponding energy above the lowest of the compared OMol25 structures with the same formula, charge and spin values read 22.9, 117.9, 220.0, 50.2, 131.4, 12.4 kJ/mol.